Record 1
Density functional theory data (ωB97M-V/def2-TZVPD) for a structure of composition C49H25F15GeN4O2STi.

Molecular weight (g/mol): 1139.3
HOMO-LUMO gap (eV): 5.4
E_tot (eV): -192502.2940
ΔE to the lowest compared entry with this formula, charge and spin (kcal per mole): 27.9

Each line ends with the Mulliken charge.
Positions of all 98 atoms, in Å:
N: -1.483 -1.468 -1.983  0.75
F: 0.808 -2.001 3.714  -0.14
H: -3.268 -3.998 2.814  0.40
H: -1.906 2.561 -6.999  0.43
C: -3.033 1.215 -4.103  0.34
C: 5.383 -0.388 1.203  0.16
C: -1.998 -2.267 2.832  -1.20
C: -1.137 2.109 3.607  -0.75
C: -2.314 -2.262 -4.125  1.44
C: -4.686 1.017 -5.838  -0.87
C: -2.617 1.025 -2.702  0.08
C: 4.135 3.987 1.472  0.29
C: -2.838 1.356 1.617  0.96
H: -0.799 -0.544 2.594  0.23
C: 4.061 -0.803 1.254  0.41
H: 0.567 -0.382 -5.877  0.46
H: -2.928 -2.834 -6.106  0.43
H: -4.959 0.320 -3.825  0.48
C: -3.326 -2.995 -2.084  -1.31
S: 0.704 2.473 -0.696  -0.49
Ti: -0.924 0.354 -0.565  -1.03
H: 0.380 -0.319 -3.424  -0.17
H: -4.139 1.820 -7.752  0.42
H: 2.838 2.136 -2.519  0.43
C: 2.081 -2.088 5.658  -0.24
C: 6.422 -1.245 0.868  0.07
H: -1.115 -1.587 -7.229  0.43
C: -1.402 -1.270 2.071  -0.03
N: -3.560 0.741 -1.823  -1.40
O: 0.814 -0.024 -1.076  -0.36
C: -4.295 0.803 -4.529  -0.23
C: -3.826 1.644 -6.731  -0.40
C: 2.536 1.118 -2.297  -1.30
C: -1.391 -1.520 -3.348  -0.06
F: 4.767 0.542 4.082  -0.41
C: 2.968 1.993 2.247  0.01
H: 0.318 2.092 2.022  0.11
C: 1.895 -1.570 4.389  -0.05
C: -3.306 -2.996 -3.442  -1.39
C: -2.386 -2.216 -1.368  1.14
F: 5.742 0.873 1.477  -0.39
H: 2.305 0.575 -3.215  0.28
C: 2.746 2.672 3.429  0.73
C: 3.854 -2.139 0.934  -0.04
C: -5.154 0.853 0.536  -2.05
C: 1.365 1.098 -1.378  1.30
F: 2.591 -2.619 0.974  -0.32
C: -0.341 -0.854 -4.016  -0.06
C: -2.175 1.847 -4.999  0.03
C: -2.792 -3.225 2.225  -1.44
H: -1.206 2.181 -4.651  0.52
C: -2.472 1.911 3.909  -0.92
C: -2.329 -2.210 0.095  1.12
F: 7.158 -3.391 0.238  -0.32
C: 3.183 -1.695 6.391  0.75
H: -4.401 1.420 3.067  0.50
C: -0.715 1.921 2.297  0.10
C: 3.237 3.939 3.685  0.38
F: 1.986 2.099 4.395  -0.49
Ge: 2.263 0.062 1.866  0.61
F: 3.018 4.538 4.862  -0.33
H: -2.824 2.022 4.926  0.44
H: -5.537 0.693 -0.467  0.37
H: -4.066 -3.563 -1.543  0.43
H: -5.669 0.703 -6.165  0.41
H: -1.827 -2.301 3.900  0.57
O: -1.392 1.194 -2.331  -0.45
C: -1.546 -1.203 0.688  1.63
C: -2.572 2.061 -6.308  -0.84
C: 4.077 -0.803 5.828  0.03
F: 5.157 -0.422 6.517  -0.31
F: 4.767 4.641 0.493  -0.33
C: -0.249 -0.890 -5.378  -0.51
F: 7.684 -0.803 0.838  -0.31
C: -2.954 -3.199 0.851  -0.82
H: 3.360 0.595 -1.807  0.17
C: -3.673 0.986 0.472  0.77
H: -4.025 -3.576 -4.008  0.44
F: 3.855 2.135 0.075  -0.36
N: -2.977 0.812 -0.592  1.61
H: -5.626 1.733 0.973  0.42
H: -0.429 2.388 4.373  0.53
C: 3.846 -0.310 4.554  0.69
N: -1.530 1.524 1.326  0.52
H: -3.542 -3.974 0.377  0.38
F: 1.204 -2.957 6.181  -0.32
C: -1.200 -1.582 -6.150  -0.66
F: 4.592 -4.299 0.294  -0.31
H: -5.402 -0.012 1.157  0.38
F: 3.383 -2.170 7.620  -0.32
C: -3.344 1.561 2.889  -0.92
C: 3.942 4.602 2.697  0.56
C: 3.651 2.707 1.282  -0.75
C: 4.857 -3.023 0.590  -0.18
C: -2.208 -2.263 -5.532  -0.86
F: 4.405 5.833 2.911  -0.32
C: 2.743 -0.657 3.789  -0.11
C: 6.162 -2.566 0.561  0.75



Record 2
Density functional theory data (ωB97M-V/def2-TZVPD) for a structure of composition C49H31N6O4Os.

Molecular weight (g/mol): 958.1
HOMO-LUMO gap (eV): 6.0
Total charge: +1
E_tot (eV): -70911.2911

Each line ends with the Mulliken charge.
Positions of all 91 atoms, in Å:
O: 0.737 -4.147 -1.079  -0.89
H: -5.205 0.263 5.905  0.41
C: 0.281 -3.026 -0.968  1.03
C: -2.267 -4.741 -2.574  0.33
C: 1.550 1.228 -2.353  0.30
H: 2.565 -4.109 2.126  0.59
H: -4.054 5.749 -3.491  0.42
N: 0.349 0.941 -1.797  -0.18
H: 2.168 2.276 -4.236  0.53
H: 4.387 3.185 -1.173  0.48
H: -7.057 -1.136 5.057  0.40
H: 6.417 3.848 -2.413  0.41
C: -2.690 0.547 1.092  0.85
C: -1.853 1.897 -2.124  1.38
C: 4.726 2.596 -2.016  0.07
C: 4.433 0.721 -3.496  0.03
C: -1.090 -2.678 -1.413  -0.19
C: 6.294 2.213 -3.798  -0.39
C: -3.859 1.285 0.784  -1.36
C: -2.658 -0.436 2.088  1.23
C: -4.129 2.728 -5.016  -0.93
C: -4.926 -1.414 2.444  0.23
C: -1.561 -1.226 2.359  0.58
C: 5.865 2.967 -2.715  -0.88
C: -3.985 -0.027 4.169  0.07
C: -3.024 4.000 -2.807  0.31
C: 1.368 1.933 -3.601  -1.40
H: -3.071 0.983 -4.349  0.49
C: 4.457 -3.766 4.917  -0.44
O: -3.282 -5.081 -3.118  -0.57
C: -5.128 -0.209 4.935  -0.83
C: -1.400 -2.113 3.484  -1.46
C: 3.854 -4.375 3.826  -0.89
H: 5.912 0.497 -5.028  0.42
C: 4.127 0.342 0.241  -1.27
H: 7.185 2.502 -4.339  0.41
C: 5.578 1.089 -4.187  -0.95
O: -1.257 -5.566 -2.347  -0.51
H: 4.710 -1.941 6.018  0.41
H: -4.343 2.534 -0.954  0.59
H: 0.424 -3.026 4.280  0.57
H: -0.502 -5.148 -1.862  0.39
C: 2.763 1.078 -1.682  1.54
C: 3.894 -0.398 1.345  -1.36
C: -3.883 -0.626 2.919  -1.51
H: 3.874 -0.158 -3.796  0.49
C: 4.004 1.471 -2.406  -0.92
H: -6.872 -2.216 2.840  0.41
H: -0.473 2.679 -4.518  0.56
C: 3.432 -1.675 4.320  0.19
C: -3.125 -2.383 -2.176  -0.44
C: 2.484 -0.600 1.446  0.66
H: -2.586 4.495 -1.948  0.48
C: 0.553 -1.737 2.452  0.33
H: 4.618 -0.828 2.017  0.48
N: -2.670 -1.256 -1.606  0.51
C: -0.088 -2.430 3.543  -1.33
H: -4.105 -2.450 -2.619  0.62
O: 0.940 -1.973 -0.601  -0.51
C: 4.244 -2.417 5.165  -0.86
C: 2.825 -2.286 3.227  -1.11
H: 5.079 0.632 -0.170  0.50
N: 1.837 0.125 0.435  0.84
H: -4.757 1.281 1.379  0.57
C: -4.404 4.066 -4.776  -0.41
C: -0.590 1.568 -2.575  0.78
Os: -0.027 -0.223 -0.135  0.00
C: 0.042 2.133 -3.745  -1.53
N: -1.425 -1.425 -1.150  -0.39
H: -5.048 4.615 -5.450  0.41
H: -3.171 0.585 4.540  0.49
C: -2.339 1.598 -0.839  -0.15
N: -0.367 -1.087 1.707  -0.07
C: 3.035 -3.639 2.982  0.01
H: -4.558 2.230 -5.875  0.42
H: -3.139 -0.366 -1.497  -0.10
H: 5.093 -4.343 5.575  0.40
C: -3.298 2.025 -4.154  -0.16
H: -2.188 -2.400 4.161  0.59
C: -2.748 2.657 -3.044  -0.73
C: 2.867 0.604 -0.381  0.76
C: -6.066 -1.598 3.212  -0.89
N: -1.703 0.822 0.136  0.32
C: 1.925 -1.517 2.321  1.78
H: -4.842 -1.889 1.472  0.53
C: -2.136 -3.339 -2.069  0.33
H: 4.021 -5.426 3.628  0.42
C: -3.649 1.921 -0.403  -0.88
C: -6.168 -0.993 4.458  -0.43
C: -3.848 4.702 -3.674  -0.91
H: 3.259 -0.623 4.512  0.49